{
  "formula": "C5H6N2O",
  "method": "ωB97M-V/def2-TZVPD",
  "energy_ev": -10307.4684,
  "symbols": ["H", "N", "C", "C", "C", "O", "H", "H", "C", "C", "N", "H", "H", "H"],
  "xyz": [[-1.276, 1.540, -1.132], [-0.461, 0.992, -0.863], [0.674, 1.514, -0.997], [1.913, 0.767, -0.840], [1.877, -0.480, -0.449], [1.985, -1.617, -0.308], [0.786, 2.528, -1.451], [2.718, 1.349, -0.833], [-0.603, -1.895, 1.071], [0.418, -1.265, 1.836], [1.331, -0.765, 2.334], [-1.366, -2.248, 1.721], [-0.312, -2.857, 0.736], [-0.867, -1.211, 0.362]]
}


{
  "formula": "C5H6N2O",
  "method": "ωB97M-V/def2-TZVPD",
  "energy_ev": -10304.2295,
  "symbols": ["C", "N", "N", "C", "C", "C", "O", "C", "H", "H", "H", "H", "H", "H"],
  "xyz": [[1.628, -0.836, -0.077], [2.130, 0.272, -0.403], [1.046, 1.359, -0.003], [-0.077, 0.796, 0.420], [-1.543, 1.077, 0.145], [-1.664, -0.271, -0.681], [-0.987, -1.342, 0.108], [0.239, -0.779, 0.549], [1.761, -1.953, -0.481], [-2.291, 1.294, 1.038], [-1.624, 1.812, -0.500], [-2.612, -0.769, -0.251], [-1.522, -0.056, -1.671], [0.460, -0.927, 1.708]]
}


{
  "formula": "C5H6N2O",
  "method": "ωB97M-V/def2-TZVPD",
  "energy_ev": -10306.2078,
  "symbols": ["C", "C", "C", "C", "C", "H", "H", "H", "H", "H", "H", "N", "N", "O"],
  "xyz": [[1.228, 0.656, -0.614], [1.569, 0.280, 0.867], [0.153, -0.445, 0.722], [-1.924, -0.740, 0.366], [-0.247, 0.420, -0.271], [2.449, -0.316, 0.858], [1.655, 1.157, 1.528], [0.358, -1.446, 0.200], [-2.867, -1.248, 0.499], [-1.493, -0.699, -1.530], [-0.586, 1.379, 0.240], [-1.136, -0.741, 1.427], [-1.561, -0.100, -0.751], [1.836, 0.754, -1.619]]
}


{
  "formula": "C5H6N2O",
  "method": "ωB97M-V/def2-TZVPD",
  "energy_ev": -10305.5945,
  "symbols": ["H", "N", "C", "N", "C", "C", "C", "C", "O", "H", "H", "H", "H", "H"],
  "xyz": [[1.784, 2.185, 0.768], [1.477, 1.696, 1.539], [0.849, 0.482, 1.384], [0.170, 0.016, 0.170], [0.427, 0.859, -0.885], [-0.360, 0.332, -1.946], [-1.287, -0.622, -1.398], [-0.695, -0.929, -0.096], [-0.658, -1.648, 0.948], [0.682, -0.309, 2.279], [1.095, 1.662, -1.048], [-0.059, 0.588, -3.149], [-1.948, -1.425, -1.859], [-1.419, -2.230, 1.104]]
}


{
  "formula": "C5H6N2O",
  "method": "ωB97M-V/def2-TZVPD",
  "energy_ev": -10304.9411,
  "symbols": ["C", "C", "C", "C", "O", "N", "N", "C", "H", "H", "H", "H", "H", "H"],
  "xyz": [[-0.208, 1.781, -0.321], [0.836, 0.983, -0.117], [0.803, -0.549, -0.296], [2.097, -1.136, -0.221], [3.070, -0.453, 0.047], [-0.239, -1.373, -0.256], [-1.434, -0.854, -0.624], [-2.380, -0.798, 0.266], [-1.222, 1.601, -0.596], [0.085, 2.939, 0.142], [1.850, 1.208, 0.584], [2.233, -2.138, -0.171], [-2.172, -1.023, 1.401], [-3.318, -0.189, 0.163]]
}


{
  "formula": "C5H6N2O",
  "method": "ωB97M-V/def2-TZVPD",
  "s_squared": 2.02,
  "multiplicity": 3,
  "energy_ev": -10302.5543,
  "symbols": ["C", "C", "C", "C", "C", "N", "N", "O", "H", "H", "H", "H", "H", "H"],
  "xyz": [[-2.617, -1.031, -0.216], [-1.236, 1.232, 0.015], [-1.667, -0.054, -0.058], [1.989, 0.262, 0.930], [0.737, -0.500, 0.697], [-3.411, -1.849, -0.369], [-0.336, 0.080, 0.341], [-1.144, 2.407, -0.017], [-0.143, -0.022, -2.182], [2.580, -0.197, 1.721], [2.597, 0.257, 0.021], [1.772, 1.299, 1.186], [0.136, -0.302, -2.852], [0.743, -1.581, 0.784]]
}